No. 1
Entry from the Open Molecules 2025 dataset: a structure of composition C29H49AgN2O14 at a distorted geometry (ωB97M-V with the def2-TZVPD basis set).

Structure (ORCA input):
```
! wB97M-V def2-TZVPD RIJCOSX def2/J DEFGRID3
* xyz 1 2
Ag 1.416 2.166 -4.395
N 0.173 0.950 -1.475
O 0.569 1.839 -0.722
O -0.298 -0.129 -1.019
O 0.298 1.006 -2.728
C 1.113 -4.393 2.724
C 1.782 -3.197 2.024
C 3.285 -3.576 1.872
C 3.555 -4.511 0.708
C 2.912 -4.075 -0.624
C 1.394 -3.767 -0.496
N 1.199 -2.908 0.693
O -0.123 -2.594 0.875
C 1.069 -2.979 -1.768
C 0.544 -5.033 -0.427
C 1.782 -1.959 2.891
H 1.493 -5.347 2.361
H 0.025 -4.430 2.662
H 1.359 -4.375 3.785
H 3.879 -2.668 1.752
H 3.602 -4.003 2.823
H 3.354 -5.561 0.929
H 4.638 -4.500 0.548
H 3.068 -4.931 -1.276
H 3.454 -3.189 -0.947
H -0.006 -2.786 -1.823
H 1.549 -2.000 -1.723
H 1.359 -3.450 -2.703
H -0.514 -4.771 -0.407
H 0.809 -5.664 -1.275
H 0.652 -5.707 0.425
H 2.377 -1.126 2.496
H 2.156 -2.147 3.892
H 0.815 -1.443 2.899
H -0.197 -1.751 0.363
O -6.906 -2.124 -0.016
C -5.718 -2.167 0.135
O -5.194 -2.797 1.197
C -3.793 -2.565 1.306
C -3.396 -2.214 -0.126
C -4.625 -1.511 -0.694
H -3.254 -3.388 1.768
H -3.651 -1.680 1.939
H -3.239 -3.172 -0.636
H -2.425 -1.714 -0.142
H -4.896 -1.806 -1.704
H -4.608 -0.454 -0.436
O 1.339 4.019 -3.165
C 1.444 4.704 -2.183
O 2.632 5.042 -1.702
C 2.489 5.856 -0.533
C 1.081 6.443 -0.600
C 0.333 5.358 -1.385
H 3.275 6.595 -0.422
H 2.473 5.187 0.334
H 1.077 7.427 -1.068
H 0.642 6.586 0.386
H -0.437 5.803 -2.010
H -0.116 4.582 -0.763
O -4.477 -0.015 -3.689
C -4.264 0.938 -3.006
O -5.134 1.416 -2.093
C -4.506 2.344 -1.196
C -3.271 2.876 -1.945
C -2.953 1.741 -2.900
H -4.181 1.915 -0.246
H -5.214 3.135 -0.968
H -2.475 3.185 -1.272
H -3.640 3.719 -2.531
H -2.290 0.962 -2.520
H -2.667 2.127 -3.874
O 3.217 1.683 -2.895
C 3.707 1.259 -1.897
O 3.923 -0.049 -1.689
C 4.265 -0.321 -0.343
C 4.731 1.006 0.218
C 4.054 2.052 -0.624
H 4.960 -1.140 -0.163
H 3.325 -0.629 0.145
H 5.812 1.057 0.063
H 4.564 1.039 1.295
H 4.717 2.885 -0.833
H 3.050 2.353 -0.313
O -4.377 2.920 3.406
C -3.362 2.524 2.916
O -3.321 1.434 2.134
C -1.948 1.069 1.843
C -1.069 1.988 2.673
C -2.004 3.160 2.993
H -1.820 1.095 0.761
H -1.754 0.034 2.134
H -0.131 2.206 2.166
H -0.857 1.479 3.614
H -1.955 3.986 2.279
H -1.725 3.569 3.960
*
```

## Properties
M (g mol⁻¹): 757.58
Energy above the lowest of the compared OMol25 structures with the same formula, charge and spin (kJ/mol): 74.55
Expectation value of S²: 0.7538
Gap between HOMO and LUMO (alpha / beta) (eV): 8.51 / 4.80
Strongest force on any atom (eV/A): 3.06

***

No. 2
Entry from the Open Molecules 2025 dataset: a cluster of 3 separate species, C5H5NO in total at a distorted geometry (ωB97M-V with the def2-TZVPD basis set).

Structure (ORCA input):
```
! wB97M-V def2-TZVPD RIJCOSX def2/J DEFGRID3
* xyz 0 1
O -2.033 -0.067 2.395
C -1.228 0.550 1.890
C -0.232 -1.425 -0.080
C -0.677 -0.496 -1.173
C 0.716 -0.874 -0.766
C 1.444 1.840 0.348
N 2.409 2.191 -0.181
H 0.553 1.499 0.845
H -0.548 -2.094 0.704
H -1.066 0.499 -0.922
H -1.102 -0.899 -2.095
H 1.765 -0.722 -0.965
*
```

## Properties
M (g mol⁻¹): 95.10
Energy above the lowest of the compared OMol25 structures with the same formula, charge and spin (kJ/mol): 364.69
Gap between HOMO and LUMO (eV): 10.45
Strongest force on any atom (eV/A): 1.50

***

No. 3
Entry from the Open Molecules 2025 dataset: a structure of composition C28H45BrCuN2OP2 at a distorted geometry (ωB97M-V with the def2-TZVPD basis set).

Structure (ORCA input):
```
! wB97M-V def2-TZVPD RIJCOSX def2/J DEFGRID3
* xyz 2 2
C -0.307 6.449 -3.146
C -0.463 5.058 -3.448
C -0.820 4.773 -4.791
C -1.015 5.800 -5.725
N -0.872 7.088 -5.414
C -0.534 7.411 -4.167
C -0.195 3.878 -2.638
C -0.608 2.741 -2.144
C -1.486 2.116 -1.138
C -0.804 1.352 -0.153
C -1.627 0.438 0.671
C -3.011 0.684 0.850
C -3.610 1.455 -0.185
C -2.885 2.242 -1.082
Cu 0.531 1.344 -2.087
P 2.298 -0.941 0.772
H -0.911 3.744 -5.135
H 0.006 6.835 -2.174
H -1.333 5.575 -6.744
H -0.474 8.491 -3.970
H -3.468 2.924 -1.703
H 0.014 1.790 0.537
H -4.699 1.535 -0.218
H -1.133 -0.379 1.165
C 1.934 -2.276 1.942
C 2.674 -3.571 1.677
H 0.841 -2.416 1.909
H 2.179 -1.889 2.943
H 2.542 -4.232 2.543
H 2.270 -4.065 0.790
H 3.745 -3.411 1.512
C 2.980 -1.617 -0.800
C 3.620 -0.573 -1.716
H 2.108 -2.015 -1.324
H 3.706 -2.402 -0.540
H 3.640 -0.954 -2.740
H 3.077 0.373 -1.772
H 4.663 -0.363 -1.468
C 3.889 -0.283 1.581
C 5.113 -1.213 1.573
H 3.599 -0.040 2.621
H 4.122 0.682 1.082
H 5.994 -0.588 1.820
H 5.006 -2.023 2.319
H 5.254 -1.687 0.581
Br -4.360 -0.209 1.744
P -1.875 -3.246 -1.371
C -0.122 -3.342 -0.819
C 0.418 -4.796 -1.048
H -0.094 -3.068 0.259
H 0.426 -2.592 -1.432
H 1.523 -4.766 -1.166
H 0.128 -5.467 -0.199
H -0.031 -5.223 -1.979
C -2.874 -3.313 0.170
C -4.328 -3.702 -0.003
H -2.797 -2.412 0.766
H -2.373 -4.029 0.808
H -4.816 -3.885 0.964
H -4.885 -2.969 -0.595
H -4.310 -4.630 -0.574
C -2.282 -1.674 -2.181
C -2.837 -1.894 -3.599
H -1.363 -1.080 -2.223
H -3.014 -1.205 -1.525
H -3.187 -0.931 -3.994
H -2.072 -2.313 -4.270
H -3.661 -2.618 -3.636
C 1.479 2.388 5.544
N 0.239 1.811 5.113
C -0.807 1.569 6.050
C 0.095 1.280 3.903
O 0.993 1.284 3.068
H 1.300 2.809 6.513
H 1.786 3.223 4.933
H 2.331 1.727 5.680
H -1.731 1.982 5.654
H -0.955 0.519 6.305
H -0.589 2.105 6.951
H -0.901 0.827 3.722
*
```

## Properties
M (g mol⁻¹): 631.08
Energy above the lowest of the compared OMol25 structures with the same formula, charge and spin (kJ/mol): 69.80
Expectation value of S²: 0.7515
Gap between HOMO and LUMO (alpha / beta) (eV): 5.88 / 3.87
Strongest force on any atom (eV/A): 6.98

***

No. 4
Entry from the Open Molecules 2025 dataset: a structure of composition C29H28FIrN3O3PSe2 at a distorted geometry (ωB97M-V with the def2-TZVPD basis set).

Structure (ORCA input):
```
! wB97M-V def2-TZVPD RIJCOSX def2/J DEFGRID3
* xyz 3 2
Ir 2.940 -0.384 0.211
Se 5.363 -0.630 0.262
P 5.115 1.573 0.293
Se 2.930 1.997 0.286
C 5.872 2.207 -1.184
C 5.137 2.841 -2.184
C 5.792 3.277 -3.325
C 7.157 3.065 -3.464
C 7.885 2.428 -2.465
C 7.247 1.988 -1.320
C 5.778 2.268 1.786
C 5.693 3.659 1.932
C 6.201 4.242 3.077
C 6.770 3.448 4.068
C 6.843 2.068 3.922
C 6.337 1.466 2.782
H 4.071 3.006 -2.079
H 5.238 3.782 -4.104
H 7.660 3.396 -4.363
H 8.949 2.273 -2.579
H 7.810 1.493 -0.536
H 5.252 4.274 1.156
H 6.159 5.315 3.197
H 7.157 3.910 4.966
H 7.296 1.460 4.692
H 6.392 0.390 2.671
F -3.453 1.955 0.294
C -3.116 0.656 0.226
C -1.793 0.355 0.234
C -1.353 -0.978 0.190
C 0.050 -1.301 0.224
O 0.897 -0.330 0.283
C 0.368 -2.668 0.208
C -0.636 -3.608 0.134
N -1.929 -3.312 0.069
C -2.901 -4.393 -0.065
C -3.666 -4.511 -1.352
C -2.599 -5.504 -1.020
C -2.331 -1.982 0.123
C -3.690 -1.651 0.121
C -4.137 -0.335 0.180
N -5.483 -0.012 0.195
C -6.528 -0.992 0.431
C -7.512 -1.018 -0.730
N -7.988 0.393 -1.042
C -7.496 1.397 -0.039
C -5.978 1.366 0.042
C 1.761 -3.193 0.223
O 1.991 -4.364 0.219
O 2.727 -2.267 0.222
H -1.073 1.158 0.293
H -0.373 -4.658 0.128
H -3.394 -4.632 0.868
H -3.451 -3.789 -2.129
H -4.700 -4.824 -1.297
H -1.682 -5.455 -1.591
H -2.885 -6.505 -0.731
H -4.390 -2.466 0.070
H -7.045 -0.771 1.369
H -6.126 -1.992 0.542
H -8.375 -1.635 -0.488
H -7.041 -1.412 -1.627
H -9.009 0.421 -1.086
H -7.657 0.670 -1.968
H -7.972 1.174 0.912
H -7.820 2.389 -0.350
H -5.693 2.003 0.879
H -5.558 1.811 -0.862
*
```

## Properties
M (g mol⁻¹): 866.67
Expectation value of S²: 0.8783
Gap between HOMO and LUMO (alpha / beta) (eV): 4.68 / 5.10
Strongest force on any atom (eV/A): 2.05

***

No. 5
Entry from the Open Molecules 2025 dataset: a cluster of 3 separate species, C7H23BNO7S3 in total at a distorted geometry (ωB97M-V with the def2-TZVPD basis set).

Structure (ORCA input):
```
! wB97M-V def2-TZVPD RIJCOSX def2/J DEFGRID3
* xyz 1 1
O -0.482 -4.596 3.457
S -0.346 -4.371 1.903
O -1.252 -5.435 1.237
O -0.972 -2.823 1.558
C 1.454 -4.619 1.448
C 1.963 -3.769 0.138
C 2.035 -2.191 0.578
N 3.206 -1.419 0.008
B 3.582 -0.333 1.044
O 2.636 0.811 1.269
O 4.863 -0.505 1.768
H -0.434 -2.094 2.013
H 1.586 -5.771 1.169
H 2.133 -4.302 2.350
H 3.081 -4.131 -0.072
H 1.315 -3.964 -0.831
H 1.048 -1.622 0.246
H 2.154 -2.172 1.762
H 4.039 -2.011 -0.203
H 2.853 -0.871 -0.833
H 1.711 0.447 1.446
H 4.804 -1.333 2.333
C -2.651 1.187 -1.791
S -1.597 0.281 -0.632
O -0.216 0.855 -0.735
C -1.608 -1.277 -1.551
H -2.754 2.215 -1.434
H -2.196 1.193 -2.784
H -3.637 0.718 -1.831
H -1.217 -1.120 -2.559
H -2.627 -1.666 -1.600
H -0.973 -1.995 -1.026
C -1.541 5.337 -1.955
S -2.213 4.689 -0.405
O -3.571 4.126 -0.702
C -2.453 6.301 0.381
H -1.349 4.497 -2.627
H -2.261 6.015 -2.420
H -0.605 5.862 -1.756
H -3.116 6.919 -0.228
H -1.487 6.795 0.504
H -2.905 6.144 1.363
*
```

## Properties
M (g mol⁻¹): 340.27
Gap between HOMO and LUMO (eV): 7.16
Strongest force on any atom (eV/A): 9.16

***

No. 6
Entry from the Open Molecules 2025 dataset: the molecule C12H20N4O3 at a distorted geometry (ωB97M-V with the def2-TZVPD basis set).

Structure (ORCA input):
```
! wB97M-V def2-TZVPD RIJCOSX def2/J DEFGRID3
* xyz 0 1
C -0.150 -1.771 -0.382
C 0.274 -1.394 1.013
C -1.693 -2.059 -0.439
C -2.478 -0.908 -0.193
C -3.160 -0.361 0.857
C -3.546 0.910 -0.898
C 1.917 0.293 -0.057
C 3.247 -0.391 -0.188
C 1.804 1.785 0.025
C 0.417 2.318 0.164
C 0.216 3.508 1.118
C -0.146 2.724 -1.280
H 1.446 -2.992 -0.599
H -0.009 -3.702 -0.440
H 0.154 -0.882 -0.993
H -1.810 -2.449 -1.440
H -1.875 -2.755 0.325
H -3.340 -0.753 1.919
H -3.955 1.739 -1.511
H -4.772 1.082 1.000
H 1.371 -0.176 1.969
H 1.402 0.033 -0.990
H 2.272 2.013 0.953
H 2.391 2.300 -0.680
H -0.229 1.649 0.651
H -0.777 3.721 1.209
H 0.573 3.220 2.114
H 0.878 4.364 0.705
H -0.885 3.518 -1.281
H -0.765 1.797 -1.499
H 0.688 2.744 -2.049
H 4.244 1.220 -0.146
N 0.460 -2.963 -0.977
N -2.673 0.004 -1.348
N -4.026 0.606 0.356
N 1.085 -0.304 1.007
O -0.196 -1.866 1.973
O 3.156 -1.578 -0.320
O 4.398 0.318 -0.519
*
```

## Properties
M (g mol⁻¹): 268.32
Energy above the lowest of the compared OMol25 structures with the same formula, charge and spin (kJ/mol): 347.53
Gap between HOMO and LUMO (eV): 8.98
Strongest force on any atom (eV/A): 5.30